Below is a cluster of 2 separate species, C4H8O2S in total in a non-equilibrium geometry, with properties calculated with the ωB97M-V functional and the def2-TZVPD basis.

- Kohn-Sham gap (alpha / beta) (eV) = 7.9834 / 8.1078
- <S²> = 2.010
- ΔE to the lowest compared entry with this formula, charge and spin (kcal/mol) = 90.7

Geometry as ORCA input:
```
! RIJCOSX wB97M-V def2-TZVPD def2/J DEFGRID3
* xyz 0 3
C -0.48 2.24 -0.21
C 0.02 0.25 0.05
C -2.11 -0.45 -0.63
C 2.01 -1.47 0.48
O 2.34 1.15 0.82
O -0.69 -0.73 -0.47
S 1.79 0.25 -0.16
H 0.21 3.02 0.23
H -1.58 2.55 -0.04
H -2.71 -0.04 0.16
H -2.55 -1.50 -0.78
H -2.28 0.15 -1.50
H 3.10 -1.70 0.79
H 1.52 -2.24 -0.11
H 1.42 -1.50 1.37
*
```